# C80H208N16O24

16 unconnected molecules or ions with the total composition C80H208N16O24 in a non-equilibrium geometry (ωB97M-V/def2-TZVPD, OMol25).

```
! RIJCOSX wB97M-V def2-TZVPD def2/J DEFGRID3
* xyz 0 1
C -0.621 -2.921 3.960
C -1.980 -3.507 3.938
C -2.995 -2.873 4.960
O -2.408 -2.809 6.254
C -3.275 -2.231 7.199
N -2.704 -3.329 2.696
H -0.191 -2.926 4.980
H -0.700 -1.804 3.695
H 0.046 -3.522 3.264
H -1.983 -4.556 4.290
H -3.891 -3.496 5.052
H -3.294 -1.823 4.721
H -3.630 -1.253 7.005
H -2.688 -2.152 8.141
H -4.133 -2.939 7.309
H -3.510 -3.942 2.581
H -2.083 -3.358 1.878
C 3.808 4.453 -5.876
C 3.297 5.305 -4.716
C 2.649 4.504 -3.572
O 3.569 3.600 -2.887
C 2.953 2.836 -1.898
N 4.324 6.125 -4.141
H 2.987 4.010 -6.392
H 4.457 3.708 -5.512
H 4.347 5.073 -6.548
H 2.471 5.938 -5.140
H 1.795 3.927 -4.036
H 2.283 5.252 -2.883
H 2.327 2.068 -2.203
H 2.240 3.430 -1.291
H 3.729 2.402 -1.222
H 4.742 6.794 -4.752
H 5.050 5.557 -3.834
C -0.512 0.688 -5.363
C -1.247 0.594 -6.761
C -2.760 0.691 -6.496
O -3.159 -0.387 -5.670
C -3.657 -0.158 -4.360
N -0.863 1.590 -7.713
H -0.706 1.698 -4.990
H 0.580 0.530 -5.363
H -0.941 0.010 -4.583
H -0.980 -0.372 -7.196
H -3.288 0.640 -7.421
H -2.954 1.697 -6.056
H -4.028 -1.051 -3.949
H -4.459 0.540 -4.277
H -2.871 0.246 -3.716
H 0.029 1.342 -8.100
H -0.792 2.541 -7.351
C -7.489 -0.224 -2.273
C -7.221 0.882 -1.221
C -5.801 1.399 -1.233
O -5.483 2.069 -2.406
C -4.204 2.735 -2.406
N -8.133 1.965 -1.487
H -8.544 -0.424 -2.239
H -6.815 -1.116 -2.259
H -7.278 0.326 -3.213
H -7.451 0.460 -0.263
H -5.002 0.615 -1.019
H -5.709 2.153 -0.323
H -3.468 2.171 -2.933
H -3.880 2.755 -1.371
H -4.317 3.665 -2.907
H -9.128 1.782 -1.329
H -8.031 2.328 -2.453
C 6.966 -0.153 3.040
C 6.698 1.279 3.211
C 6.238 1.971 1.883
O 7.262 1.822 0.956
C 6.751 1.390 -0.338
N 5.693 1.500 4.290
H 7.892 -0.397 3.554
H 7.039 -0.477 1.997
H 6.198 -0.734 3.522
H 7.577 1.856 3.559
H 5.971 2.990 2.060
H 5.330 1.471 1.663
H 6.127 2.161 -0.772
H 6.180 0.455 -0.163
H 7.617 1.185 -0.919
H 4.786 1.114 4.169
H 5.622 2.493 4.374
C -2.615 -6.475 1.375
C -2.623 -5.864 -0.008
C -1.242 -5.287 -0.439
O -0.940 -4.130 0.345
C 0.279 -3.504 -0.088
N -3.173 -6.756 -1.015
H -1.914 -6.022 2.031
H -2.292 -7.494 1.260
H -3.601 -6.534 1.845
H -3.246 -4.954 -0.018
H -1.224 -5.038 -1.547
H -0.484 -6.051 -0.317
H 0.173 -2.894 -1.031
H 1.058 -4.256 -0.284
H 0.660 -2.849 0.642
H -2.643 -7.618 -1.095
H -3.365 -6.412 -1.940
C 5.370 4.895 -0.310
C 4.166 5.811 0.035
C 4.456 6.484 1.409
O 4.297 5.486 2.394
C 4.246 6.098 3.722
N 4.032 6.800 -0.994
H 5.623 4.403 0.682
H 6.149 5.550 -0.636
H 5.117 4.086 -1.014
H 3.219 5.283 0.124
H 3.569 7.119 1.425
H 5.378 7.115 1.550
H 3.375 6.784 3.835
H 5.198 6.664 3.839
H 4.271 5.288 4.404
H 3.054 7.113 -1.163
H 4.354 6.529 -1.931
C -2.229 8.670 -0.663
C -0.785 9.038 -0.781
C -0.162 9.202 0.524
O -0.459 8.160 1.424
C 0.611 7.161 1.702
N 0.055 7.997 -1.565
H -2.881 8.504 -1.515
H -2.630 9.499 -0.070
H -2.338 7.839 0.039
H -0.669 9.982 -1.228
H -0.576 10.106 1.016
H 0.905 9.271 0.304
H 1.250 7.417 2.553
H 1.212 6.987 0.791
H 0.187 6.157 1.904
H 0.202 8.473 -2.422
H -0.394 7.083 -1.823
C 3.257 -1.429 -4.767
O 3.651 -2.522 -4.001
C 2.531 -3.318 -3.732
C 2.903 -4.508 -2.815
N 3.881 -5.276 -3.534
C 4.472 -6.500 -2.941
C 3.595 -7.740 -2.668
O 2.725 -7.437 -1.631
C 2.244 -8.645 -1.053
H 2.682 -0.721 -4.117
H 2.599 -1.659 -5.645
H 4.177 -0.911 -5.094
H 2.106 -3.745 -4.663
H 1.748 -2.665 -3.279
H 2.045 -5.157 -2.621
H 3.208 -4.293 -1.807
H 4.605 -4.667 -3.805
H 4.822 -6.253 -1.905
H 5.287 -6.695 -3.596
H 4.238 -8.617 -2.417
H 3.114 -8.176 -3.606
H 1.809 -9.260 -1.863
H 1.506 -8.335 -0.347
H 2.979 -9.253 -0.488
C 2.659 0.640 5.848
O 3.065 0.016 4.627
C 2.226 -1.068 4.222
C 3.065 -1.898 3.267
N 2.353 -3.057 2.748
C 2.510 -4.355 3.412
C 1.818 -5.333 2.443
O 2.513 -5.468 1.203
C 3.765 -6.113 1.246
H 3.500 0.676 6.483
H 1.931 -0.026 6.400
H 2.248 1.632 5.632
H 1.413 -0.782 3.566
H 1.968 -1.737 5.121
H 3.965 -2.208 3.861
H 3.445 -1.274 2.508
H 2.524 -3.100 1.727
H 1.833 -4.394 4.254
H 3.531 -4.590 3.684
H 0.857 -4.989 2.122
H 1.772 -6.326 2.954
H 3.790 -7.132 1.680
H 4.380 -5.463 1.879
H 4.104 -6.192 0.231
C -6.009 -0.310 2.053
O -6.254 1.139 1.999
C -6.395 1.575 3.346
C -7.798 1.158 3.926
N -8.894 1.029 2.950
C -9.002 2.135 2.000
C -10.157 1.926 1.129
O -9.912 0.697 0.320
C -10.864 -0.312 0.597
H -5.076 -0.545 2.584
H -5.973 -0.655 1.015
H -6.838 -0.747 2.542
H -6.518 2.674 3.201
H -5.499 1.312 3.934
H -8.123 1.877 4.716
H -7.647 0.161 4.383
H -8.749 0.196 2.429
H -8.162 2.181 1.369
H -9.068 3.166 2.463
H -10.253 2.725 0.445
H -11.079 1.748 1.644
H -11.840 -0.123 0.143
H -11.002 -0.406 1.693
H -10.455 -1.224 0.190
C -0.727 6.856 5.175
O -0.639 5.425 5.040
C 0.035 4.750 6.039
C -0.100 3.296 5.931
N -1.467 2.838 6.076
C -1.718 1.471 6.019
C -1.417 0.755 4.707
O -2.353 1.226 3.750
C -2.426 0.502 2.559
H -1.067 7.199 4.172
H 0.271 7.266 5.298
H -1.456 7.135 5.876
H -0.378 4.969 7.082
H 0.998 5.070 6.007
H 0.553 2.858 6.700
H 0.291 2.888 5.007
H -2.081 3.387 5.505
H -2.736 1.191 6.295
H -1.099 0.982 6.780
H -1.476 -0.327 4.913
H -0.429 1.032 4.357
H -3.162 0.967 1.980
H -2.655 -0.602 2.704
H -1.436 0.497 2.009
C 1.530 3.742 2.865
O 0.852 2.606 2.277
C 1.766 1.677 1.770
C 0.973 0.620 1.057
N 0.302 1.245 -0.078
C -0.289 0.231 -0.995
C -1.544 -0.475 -0.639
O -1.940 -1.285 -1.701
C -2.992 -2.117 -1.366
H 2.342 3.504 3.598
H 0.835 4.317 3.482
H 1.956 4.384 2.074
H 2.418 1.259 2.564
H 2.469 2.229 1.039
H 0.356 0.033 1.842
H 1.699 -0.086 0.603
H -0.460 1.835 0.224
H 0.537 -0.596 -1.115
H -0.574 0.650 -2.018
H -2.267 0.378 -0.390
H -1.510 -1.006 0.339
H -2.874 -2.614 -0.438
H -3.088 -2.897 -2.184
H -3.960 -1.665 -1.289
C -2.854 6.107 -7.010
O -2.073 5.471 -6.067
C -2.327 5.790 -4.704
C -1.672 4.758 -3.840
N -1.527 5.181 -2.491
C -0.613 4.364 -1.683
C -0.895 4.608 -0.210
O -2.071 3.908 0.181
C -2.272 4.058 1.579
H -3.875 5.769 -6.793
H -2.528 5.663 -7.997
H -2.756 7.209 -7.015
H -3.432 5.903 -4.587
H -1.866 6.841 -4.529
H -0.666 4.614 -4.319
H -2.084 3.726 -3.988
H -2.489 5.082 -2.075
H 0.335 4.816 -1.787
H -0.475 3.304 -1.906
H -1.010 5.692 -0.077
H 0.000 4.203 0.313
H -1.471 3.657 2.176
H -3.178 3.473 1.737
H -2.528 5.113 1.890
C -1.337 -3.149 -5.715
O -1.277 -4.595 -5.871
C -2.049 -5.191 -4.882
C -1.662 -6.668 -4.951
N -2.401 -7.345 -3.922
C -2.160 -8.732 -3.770
C -0.966 -8.884 -2.852
O -0.232 -10.058 -3.078
C -0.914 -11.292 -2.741
H -2.347 -2.791 -5.984
H -0.579 -2.805 -6.401
H -1.271 -2.777 -4.705
H -3.197 -5.141 -5.071
H -1.676 -4.857 -3.878
H -0.600 -6.819 -4.725
H -1.759 -7.043 -5.941
H -3.348 -7.266 -4.115
H -1.934 -9.207 -4.711
H -3.029 -9.238 -3.369
H -1.301 -8.799 -1.808
H -0.195 -8.108 -2.935
H -1.964 -11.233 -3.095
H -0.859 -11.402 -1.631
H -0.434 -12.172 -3.216
C 4.146 -0.465 -0.778
O 4.798 -1.276 0.158
C 5.094 -2.567 -0.352
C 6.153 -3.134 0.583
N 5.626 -3.047 2.034
C 6.727 -3.300 2.999
C 6.828 -4.704 3.452
O 7.226 -5.504 2.358
C 7.640 -6.811 2.657
H 4.638 -0.250 -1.715
H 3.941 0.465 -0.311
H 3.279 -0.922 -1.177
H 5.566 -2.567 -1.341
H 4.219 -3.212 -0.470
H 7.042 -2.452 0.482
H 6.491 -4.135 0.252
H 5.516 -2.014 2.051
H 6.663 -2.661 3.917
H 7.647 -2.986 2.532
H 5.856 -5.141 3.851
H 7.560 -4.802 4.231
H 8.479 -6.937 3.363
H 7.812 -7.336 1.734
H 6.806 -7.397 3.083
*
```

**Gap between HOMO and LUMO**: 8.952 eV
**Maximum force**: 0.0772 Eh/bohr
**DFT total energy**: -5853.9793 hartree
**Energy relative to the best compared isomer or geometry (same formula, charge and spin)**: 3.5754 eV

These are the Löwdin partial charges, in e, on atoms 1 to 8: number 1, C, carries -0.06; number 2, C, carries -0.44; number 3, C, carries -0.20; number 4, O, carries -0.21; number 5, C, carries -0.12; number 6, N, carries 0.05; number 7, H, carries 0.09; number 8, H, carries 0.08



# C24H32N2O5S2

C24H32N2O5S2 in the gas phase in a non-equilibrium geometry (ωB97M-V/def2-TZVPD, OMol25).

```
! RIJCOSX wB97M-V def2-TZVPD def2/J DEFGRID3
* xyz 0 1
C 2.869 4.425 -0.054
H 2.416 4.265 -1.037
O 1.953 4.174 0.985
C 1.416 2.926 1.082
C 1.720 1.855 0.257
C 1.078 0.640 0.445
C 0.146 0.458 1.451
C -0.113 1.528 2.327
C 0.502 2.747 2.123
H 0.310 3.593 2.762
O -0.953 1.261 3.371
C -1.445 2.348 4.122
H -0.644 2.835 4.688
H -2.168 1.921 4.816
H -1.941 3.078 3.478
N -0.562 -0.744 1.638
S -2.212 -0.653 1.922
O -2.740 0.580 1.424
O -2.785 -1.860 1.367
C -2.465 -0.815 3.688
C -3.634 -0.306 4.219
C -3.906 -0.497 5.565
C -3.008 -1.194 6.358
C -1.840 -1.702 5.811
C -1.567 -1.518 4.465
H -0.661 -1.899 4.024
H -1.144 -2.245 6.431
H -3.219 -1.342 7.406
H -4.815 -0.103 5.993
H -4.307 0.234 3.573
C -0.012 -2.001 1.169
C -0.015 -2.151 -0.362
O 1.017 -2.281 -0.998
N -1.235 -2.124 -0.911
H -2.039 -2.016 -0.300
C -1.411 -2.001 -2.339
C -1.579 -0.531 -2.726
H -0.910 0.097 -2.139
H -2.602 -0.197 -2.556
S -1.272 -0.205 -4.488
C 0.563 -0.267 -4.695
C 1.052 -1.652 -5.101
C 2.538 -1.585 -5.449
C 3.334 -1.058 -4.258
C 2.822 0.318 -3.842
C 1.337 0.238 -3.489
H 0.968 1.220 -3.184
H 1.223 -0.460 -2.658
H 2.970 1.029 -4.659
H 3.383 0.676 -2.976
H 4.395 -1.000 -4.514
H 3.225 -1.746 -3.418
H 2.682 -0.924 -6.307
H 2.895 -2.578 -5.727
H 0.475 -2.014 -5.954
H 0.918 -2.352 -4.275
H 0.708 0.419 -5.536
H -0.514 -2.413 -2.805
H -2.277 -2.584 -2.657
H 1.019 -2.094 1.522
H -0.626 -2.797 1.595
H 1.335 -0.174 -0.210
H 2.437 1.942 -0.542
H 3.764 3.802 0.040
H 3.149 5.473 0.047
*
```

**SMILES**: COc1ccc(N(CC(=O)NCCSC2CCCCC2)S(=O)(=O)c2ccccc2)c(OC)c1
**Gap between HOMO and LUMO**: 8.726 eV
**Maximum force**: 0.0242 Eh/bohr
**DFT total energy**: -2215.8112 hartree
**Energy relative to the best compared isomer or geometry (same formula, charge and spin)**: 0.0167 eV

These are the Löwdin partial charges, in e, on atoms 1 to 8: number 1, C, carries -0.09; number 2, H, carries 0.10; number 3, O, carries -0.08; number 4, C, carries -0.27; number 5, C, carries -0.01; number 6, C, carries 0.01; number 7, C, carries -0.18; number 8, C, carries -0.21



# C10H8N2

C10H8N2 in the gas phase in a non-equilibrium geometry (ωB97M-V/def2-TZVPD, OMol25).

```
! RIJCOSX wB97M-V def2-TZVPD def2/J DEFGRID3
* xyz 0 1
C -1.918 -1.228 2.309
C -2.613 -0.229 1.658
C -0.544 -1.493 2.155
C -1.910 0.483 0.676
C 0.131 -0.718 1.223
C 2.344 0.561 -3.014
C 2.635 0.624 -1.655
C -0.539 0.248 0.395
C 0.543 0.326 -2.028
C 0.172 1.041 -0.663
N 1.009 0.349 -3.188
N 1.490 0.392 -1.015
H -2.431 -1.963 3.011
H -3.642 0.112 1.960
H 0.023 -2.188 2.813
H -2.565 1.195 0.223
H 1.207 -0.803 0.973
H 2.925 0.472 -3.957
H 3.621 0.671 -1.251
H 0.062 2.147 -0.627
*
```

**SMILES**: c1ccc([C@@H]2c3nccn32)cc1
**Gap between HOMO and LUMO**: 9.418 eV
**Maximum force**: 0.1155 Eh/bohr
**DFT total energy**: -495.2258 hartree
**Energy relative to the best compared isomer or geometry (same formula, charge and spin)**: 3.9010 eV

These are the Löwdin partial charges, in e, on atoms 1 to 8: number 1, C, carries -0.12; number 2, C, carries -0.10; number 3, C, carries -0.08; number 4, C, carries -0.05; number 5, C, carries -0.04; number 6, C, carries -0.12; number 7, C, carries -0.10; number 8, C, carries -0.18



# C22H22N4OS

C22H22N4OS in the gas phase (ωB97M-V/def2-TZVPD, OMol25).

```
! RIJCOSX wB97M-V def2-TZVPD def2/J DEFGRID3
* xyz 0 1
C -2.179 -6.688 -0.367
H -1.127 -6.939 -0.259
H -2.348 -6.316 -1.375
H -2.764 -7.595 -0.232
C -2.593 -5.645 0.665
C -1.858 -4.353 0.530
C -0.826 -4.025 -0.299
C -0.378 -2.700 -0.142
C -1.076 -2.014 0.816
C -0.923 -0.662 1.287
N -1.662 -0.299 2.312
C -1.536 0.941 2.810
C -2.337 1.305 3.913
C -2.232 2.553 4.460
C -1.328 3.489 3.935
C -0.541 3.170 2.861
C -0.624 1.894 2.273
C 0.140 1.491 1.145
C -0.013 0.224 0.653
H 0.559 -0.123 -0.191
C 1.110 2.447 0.522
O 2.100 2.868 1.085
N 0.776 2.813 -0.742
H -0.068 2.446 -1.153
C 1.459 3.887 -1.424
H 0.771 4.733 -1.551
H 2.270 4.195 -0.759
C 2.022 3.504 -2.793
H 1.213 3.156 -3.440
H 2.444 4.405 -3.239
C 3.115 2.429 -2.728
N 2.567 1.103 -2.643
C 2.610 0.255 -1.593
N 1.978 -0.862 -1.839
C 1.505 -0.747 -3.108
C 1.860 0.465 -3.624
H 1.687 0.907 -4.584
H 0.942 -1.538 -3.561
H 3.100 0.491 -0.670
H 3.738 2.491 -3.627
H 3.748 2.594 -1.853
H 0.162 3.886 2.463
H -1.256 4.467 4.386
H -2.845 2.828 5.306
H -3.021 0.566 4.301
S -2.301 -3.014 1.539
H 0.439 -2.283 -0.706
H -0.388 -4.705 -1.007
H -3.666 -5.450 0.579
H -2.424 -6.043 1.671
*
```

**SMILES**: CCc1ccc(-c2cc(C(=O)NCCCn3ccnc3)c3ccccc3n2)s1
**Gap between HOMO and LUMO**: 7.854 eV
**Maximum force**: 0.0180 Eh/bohr
**DFT total energy**: -1544.0406 hartree
**Energy relative to the best compared isomer or geometry (same formula, charge and spin)**: 0.0000 eV

These are the Löwdin partial charges, in e, on atoms 1 to 8: number 1, C, carries -0.11; number 2, H, carries 0.07; number 3, H, carries 0.08; number 4, H, carries 0.07; number 5, C, carries -0.27; number 6, C, carries -0.54; number 7, C, carries -0.13; number 8, C, carries -0.10



# BF4H20O10

11 unconnected molecules or ions with the total composition BF4H20O10 in a non-equilibrium geometry (ωB97M-V/def2-TZVPD, OMol25).

```
! RIJCOSX wB97M-V def2-TZVPD def2/J DEFGRID3
* xyz -1 1
B -0.081 0.119 1.332
F 0.830 -0.176 2.304
F 0.549 0.343 0.108
F -0.889 -0.970 1.170
F -0.808 1.209 1.698
O 2.595 2.149 1.625
H 1.806 1.847 2.059
H 2.515 3.057 1.588
O -2.842 -2.793 1.149
H -2.762 -3.112 0.287
H -2.256 -2.027 1.092
O -0.480 2.000 -1.946
H 0.023 1.537 -2.621
H -0.672 1.371 -1.298
O -0.090 -2.029 -1.596
H 0.366 -2.450 -0.871
H -0.835 -1.554 -1.335
O 1.466 3.712 -0.647
H 1.331 2.774 -0.443
H 0.725 3.797 -1.208
O 0.645 -3.115 0.659
H 1.466 -2.967 1.064
H 0.077 -2.423 0.965
O -2.282 -0.565 -1.376
H -2.960 -0.875 -1.927
H -2.680 0.166 -0.916
O 2.083 0.244 -2.274
H 1.320 -0.099 -1.792
H 2.406 -0.499 -2.703
O -3.130 1.633 0.129
H -2.723 1.547 0.972
H -3.831 1.008 0.256
O 3.149 -1.302 1.633
H 2.515 -0.719 1.984
H 3.454 -0.837 0.882
*
```

**Gap between HOMO and LUMO**: 10.143 eV
**Maximum force**: 0.0671 Eh/bohr
**DFT total energy**: -1189.0596 hartree
**Energy relative to the best compared isomer or geometry (same formula, charge and spin)**: 0.8445 eV

These are the Löwdin partial charges, in e, on atoms 1 to 8: number 1, B, carries -1.39; number 2, F, carries 0.17; number 3, F, carries 0.14; number 4, F, carries 0.14; number 5, F, carries 0.18; number 6, O, carries 0.00; number 7, H, carries 0.01; number 8, H, carries -0.01